No. 1
This record from the OMol25 dataset describes a structure of composition C40H51IN7O7S3Ti at a distorted geometry. The level of theory is ωB97M-V/def2-TZVPD.

Structure (XYZ):
```
110
Properties=species:S:1:pos:R:3:forces:R:3
Ti 1.3589 -0.2153 -0.7096 -1.751 0.097 1.343
C 3.3765 -2.4620 0.4342 0.278 -0.043 0.309
N 2.2517 -2.4932 -0.5000 -0.084 0.039 0.043
C 2.6782 -3.1665 -1.7186 -0.030 -0.052 -0.112
C 1.1002 -3.0467 0.1531 -0.391 0.023 0.464
C 0.6762 -4.3544 0.0225 0.114 -0.053 0.071
C -0.4375 -4.8029 0.7215 0.060 -0.005 0.047
C -1.1420 -3.9244 1.5229 0.002 -0.210 -0.042
C -0.7289 -2.6122 1.6682 0.196 0.241 -0.083
C 0.4177 -2.1487 1.0155 -0.031 -1.022 0.175
N 0.9625 -0.8848 1.0786 -0.333 -0.172 0.197
C 1.1033 -0.1657 2.2288 0.519 0.734 1.086
C 0.6527 -0.5339 3.5080 0.026 -0.143 -0.483
C 0.8507 0.2894 4.5973 0.199 0.217 0.094
C 1.5186 1.4939 4.4609 0.013 -0.079 0.067
C 2.0556 1.8333 3.2292 -0.065 -0.022 -0.100
C 1.8665 1.0224 2.1242 -0.230 -0.451 0.498
N 2.5681 1.2153 0.8657 -0.446 0.058 0.377
C 3.9859 0.9069 1.1268 0.330 -0.220 -0.160
C 2.5240 2.5882 0.3571 -0.101 0.269 -0.008
H 3.7373 -3.4838 0.6372 -0.023 0.166 -0.066
H 4.1784 -1.8615 0.0039 0.021 -0.044 0.014
H 3.0562 -2.0131 1.3735 0.090 -0.030 -0.074
H 1.8291 -3.3537 -2.3691 0.019 -0.015 0.015
H 3.3749 -2.5070 -2.2346 0.042 -0.009 -0.039
H 3.1850 -4.1171 -1.5041 -0.043 0.027 0.009
H 1.2098 -5.0432 -0.6157 0.084 -0.022 -0.121
H -0.7529 -5.8302 0.6256 -0.054 -0.120 -0.041
H -2.0309 -4.2608 2.0366 -0.084 -0.018 0.077
H -1.3278 -1.9342 2.2531 0.032 0.134 0.067
H 0.1703 -1.4879 3.6440 -0.103 -0.009 0.038
H 0.4800 -0.0108 5.5660 -0.083 -0.007 0.074
H 1.6416 2.1530 5.3038 -0.024 0.107 0.115
H 2.6244 2.7472 3.1465 0.102 0.102 -0.064
H 4.4532 1.7148 1.7052 -0.093 -0.081 -0.059
H 4.0741 -0.0142 1.6996 -0.088 -0.001 -0.044
H 4.5166 0.8040 0.1826 0.047 0.050 0.044
H 2.8903 3.3175 1.0907 0.011 -0.097 -0.060
H 3.1785 2.6447 -0.5125 -0.077 0.083 -0.011
H 1.5103 2.8517 0.0645 0.081 0.025 0.029
C -1.7892 -7.0478 -3.7647 -0.006 0.007 -0.030
C -1.4444 -5.6363 -3.3977 -0.013 0.346 0.171
C -1.9797 -5.0385 -2.2582 0.047 -0.236 -0.421
C -1.6972 -3.7266 -1.9359 0.238 0.617 -0.111
C -0.8660 -2.9789 -2.7618 -0.122 -0.120 0.070
C -0.3162 -3.5608 -3.9027 0.014 0.388 0.188
C -0.5977 -4.8756 -4.2084 -0.147 -0.174 0.119
S -0.5547 -1.2423 -2.4668 -1.677 0.010 -0.213
O -1.3059 -0.5254 -3.4808 0.164 -0.630 0.020
O 0.8932 -1.0386 -2.5750 0.263 -0.361 -0.251
N -0.8913 -0.8112 -0.9817 1.339 -1.071 -1.609
C -2.1709 -0.5815 -0.5833 -1.462 0.017 0.433
C -3.2950 -0.9011 -1.3771 0.158 0.065 0.151
C -4.5519 -0.5757 -0.9232 -0.007 -0.066 0.222
C -4.6895 0.0240 0.3242 -0.056 -0.025 -0.109
C -3.5383 0.2807 1.0405 -0.368 0.158 0.093
N -2.3155 -0.0003 0.6148 0.414 -0.404 -0.464
H -2.2242 -7.5766 -2.9202 -0.010 -0.060 0.039
H -0.9052 -7.5875 -4.0991 0.026 -0.077 -0.023
H -2.5158 -7.0621 -4.5789 -0.006 -0.026 -0.025
H -2.6336 -5.6110 -1.6195 -0.072 -0.087 0.146
H -2.1067 -3.2824 -1.0424 -0.019 0.006 0.125
H 0.3332 -2.9636 -4.5258 0.081 -0.021 -0.154
H -0.1719 -5.3287 -5.0917 0.092 -0.007 -0.107
H -3.1529 -1.3620 -2.3410 -0.165 0.006 -0.031
H -5.4224 -0.7998 -1.5265 -0.005 -0.005 -0.030
H -5.6545 0.2886 0.7263 -0.063 0.039 0.030
H -3.5969 0.7710 2.0034 -0.028 0.031 0.088
C -2.5053 2.7128 -3.9643 0.037 -0.019 0.097
C -1.0923 2.3094 -3.5897 0.001 -0.360 0.410
S -1.0722 1.8979 -1.7945 -0.681 2.049 -0.687
O 0.3597 1.5168 -1.4760 1.071 -0.023 0.265
C -1.1199 3.6374 -1.1735 0.114 -0.423 -0.126
C 0.0315 4.4824 -1.6841 -0.021 -0.078 -0.183
H -2.5631 2.9480 -5.0235 0.030 0.029 -0.099
H -2.8316 3.5845 -3.4031 -0.128 0.100 -0.040
H -3.1869 1.8900 -3.7642 -0.140 -0.059 0.023
H -0.3575 3.0822 -3.7883 0.105 0.068 0.073
H -0.8212 1.3841 -4.0924 0.135 0.177 0.074
H -1.0837 3.5019 -0.0909 -0.125 -0.097 -0.052
H -2.0900 4.0501 -1.4315 -0.189 -0.048 -0.017
H 0.9285 3.8733 -1.7914 0.094 0.084 0.017
H 0.2547 5.2784 -0.9783 -0.011 0.064 0.077
H -0.1916 4.9383 -2.6466 0.026 0.073 -0.050
N -0.8489 2.3379 1.5970 0.054 -0.252 -0.431
C -1.1957 2.8230 2.8657 -0.179 0.284 0.261
C -1.9199 2.0375 3.7573 0.027 0.124 -0.270
C -2.3478 2.5616 4.9630 0.146 -0.161 -0.183
C -2.0268 3.8593 5.2841 -0.472 0.331 1.149
C -1.2969 4.6516 4.4269 0.290 -0.085 -0.217
C -0.8758 4.1370 3.2129 -0.091 -0.138 0.049
S -2.6474 4.5756 6.8311 0.027 0.025 -0.454
O -2.9657 3.4353 7.6801 0.043 0.001 -0.042
O -3.8136 5.3299 6.3801 0.084 0.002 0.181
O -1.5447 5.4016 7.3077 -0.089 -0.022 0.020
H 0.1407 2.4275 1.4038 -0.157 -0.031 0.203
H -1.1469 1.3739 1.4350 0.210 0.192 0.091
H -2.1192 1.0095 3.4945 -0.012 -0.203 0.013
H -2.9034 1.9735 5.6741 -0.104 -0.103 0.119
H -1.0597 5.6560 4.7401 0.062 0.152 -0.042
H -0.3100 4.7490 2.5218 0.054 0.050 -0.105
N 2.7404 1.5930 -3.0478 0.179 -0.642 0.463
C 3.5336 0.6425 -2.4335 -0.900 0.917 -0.088
O 3.0290 -0.0267 -1.4452 2.691 0.358 -2.004
C 4.8206 0.4564 -2.8723 1.049 0.131 0.091
I 5.9130 2.9711 -1.6015 -0.065 -0.312 -0.255
H 1.8622 1.7497 -2.5635 0.048 0.241 -0.212
H 3.2179 2.4146 -3.3870 0.061 -0.092 -0.039
H 5.1759 0.9401 -3.7609 -0.042 0.039 -0.212
H 5.4544 -0.2740 -2.4036 0.025 -0.110 0.125
```
Forces are in eV/Å.

Properties
Multiplicity ... 3
Highest occupied orbital energy (alpha / beta) ... -4.96 / -4.96 eV
LUMO level (alpha / beta) ... 1.501 / -0.059 eV
Electronic energy ... -4806.7114 hartree
⟨S²⟩ ... 2.0078
Frontier orbital gap (alpha / beta) ... 6.5 / 4.9 eV
Net charge ... -1
Relative energy (zero: lowest compared OMol25 entry of this formula, charge and spin) ... 21.7 kcal per mole



No. 2
This record from the OMol25 dataset describes a structure of composition C40H52CdClN4O8P2S at a distorted geometry. The level of theory is ωB97M-V/def2-TZVPD.

Structure (XYZ):
```
109
Properties=species:S:1:pos:R:3:forces:R:3
Cd 1.8835 -2.4267 0.4831 0.688 -1.004 -0.458
C -0.6720 0.2470 1.2344 -1.086 -1.941 -0.259
C 0.6375 0.5938 1.7657 1.938 1.755 0.441
C 0.7007 1.9914 2.2555 0.649 -1.948 0.186
C 1.7861 2.3550 2.9719 0.797 -1.288 -1.008
C 2.9504 1.4861 2.9467 -1.297 -0.377 -0.209
C 4.0816 1.8407 3.6404 2.309 -0.364 2.551
C 5.0508 0.8736 4.0150 -1.839 0.603 -2.137
C 5.0764 -0.3322 3.3186 -0.818 0.547 -0.381
C 4.0390 -0.7115 2.4670 -1.229 1.290 0.287
S 4.1693 -2.2300 1.7077 -0.109 -0.485 -0.630
C 2.8632 0.1931 2.3750 0.173 -0.813 -0.461
N 1.6760 -0.2403 1.7642 -0.361 1.416 0.827
H -1.2671 1.1135 0.9977 -0.058 0.282 -0.230
H -1.2882 -0.3812 1.9301 0.617 0.436 -0.318
H -0.5008 -0.3603 0.3499 -0.348 -0.076 -0.285
H -0.1612 2.6098 2.0953 -0.304 0.149 0.295
H 1.8189 3.1974 3.6176 0.116 0.994 0.061
H 4.1806 2.8385 4.0707 -0.324 -0.186 0.063
H 5.7254 0.9891 4.8088 1.150 0.803 0.691
H 5.9282 -0.9796 3.3104 0.295 -0.397 0.576
C 3.3418 -3.1213 -4.7629 1.841 -0.932 0.831
C 3.5483 -1.7177 -4.2478 -1.657 0.252 1.878
C 4.7132 -1.5380 -3.2640 1.907 -1.248 -2.113
O 2.2213 -1.4881 -3.4923 0.435 1.201 0.165
P 1.5891 -0.3098 -2.5509 1.251 -2.014 0.910
O 1.6113 -0.5696 -1.0708 -0.063 0.144 -1.860
C -0.0664 -0.3573 -3.2375 0.136 -0.439 -1.362
P -1.0403 1.1300 -3.2957 1.127 0.949 1.410
O -1.0913 1.7387 -1.9383 -0.065 -0.190 -1.353
O -0.4277 2.1571 -4.3558 0.179 -0.680 -0.504
C -0.3899 2.0784 -5.8544 -2.713 1.502 1.492
C -0.2785 3.5762 -6.2023 1.399 -0.637 0.603
C 0.7200 1.2363 -6.3344 0.570 0.165 -0.455
O -2.3971 0.6110 -3.9186 0.256 -0.466 -0.040
C -3.6038 1.2945 -3.6545 -2.596 1.304 -0.517
C -3.5368 2.7579 -4.1186 -0.788 0.646 0.991
C -4.0223 1.2718 -2.1895 1.053 -0.051 1.056
O 2.3479 1.0319 -2.8829 -0.854 -0.361 -1.210
C 3.0113 1.7848 -1.8732 1.383 0.440 0.059
C 2.2921 3.0778 -1.5790 -0.603 -0.077 1.150
C 4.3734 2.1498 -2.4694 0.481 0.445 0.000
H 4.0654 -3.3454 -5.5851 -0.802 0.164 0.371
H 2.3156 -3.3783 -4.9628 -0.279 0.279 -0.610
H 3.6237 -3.7900 -3.9163 -0.218 0.264 -0.555
H 3.5803 -0.9743 -5.0269 -0.171 0.339 -0.281
H 5.2765 -2.5028 -3.1258 -1.261 0.535 0.749
H 4.4233 -1.0198 -2.3749 0.096 0.020 0.618
H 5.5629 -1.0391 -3.7864 -0.795 0.592 0.331
H -0.5709 -1.0093 -2.5453 -0.421 -0.402 0.470
H -0.0202 -0.9205 -4.1989 -0.086 0.599 0.594
H -1.4352 1.7450 -6.1369 1.249 0.023 0.024
H 0.6696 4.0044 -5.8007 -0.493 -0.472 -0.259
H -1.0646 4.1380 -5.7440 -0.644 0.178 0.206
H -0.2821 3.7248 -7.2588 -0.085 0.112 -0.860
H 1.5554 1.5044 -5.7181 0.796 0.089 0.274
H 0.9686 1.5172 -7.3687 -0.137 -0.371 0.218
H 0.5737 0.1730 -6.2214 -0.232 -0.299 -0.179
H -4.3856 0.8098 -4.2987 0.804 0.047 0.600
H -2.8627 3.3408 -3.4345 -0.653 -0.405 -0.650
H -4.5835 3.2204 -4.1142 1.433 -0.640 0.131
H -3.1604 2.8047 -5.1195 0.231 0.183 -0.686
H -3.3754 1.9839 -1.6260 -0.579 -0.430 -0.387
H -3.7753 0.3026 -1.7655 -0.094 -0.274 0.078
H -5.0675 1.4740 -1.9294 0.122 0.065 -0.699
H 3.1039 1.1352 -1.0066 0.023 0.197 0.252
H 2.0890 3.6075 -2.5107 0.345 0.229 0.044
H 2.9530 3.6435 -0.8622 -0.868 -0.243 -0.817
H 1.2943 2.9084 -1.1235 0.612 -0.006 -0.026
H 4.1849 2.9041 -3.2253 -0.147 0.079 -0.510
H 4.9178 1.3277 -2.9837 -0.286 0.399 0.812
H 4.9865 2.7303 -1.7437 -0.153 -0.940 -0.213
C -4.9983 3.3538 6.2324 0.188 -0.669 -0.068
O -5.8771 2.2352 6.3245 -0.082 0.816 0.976
C -5.3665 0.9661 6.3053 -0.454 -0.326 -0.546
C -6.0773 0.1633 5.3641 0.656 1.701 0.636
C -5.4717 -0.9455 4.8955 0.702 -0.776 0.206
C -4.2536 -1.3858 5.4644 -1.686 -0.568 0.109
C -3.7803 -0.7338 6.5920 1.642 -0.934 -0.074
C -4.2499 0.4828 7.0096 -2.261 0.512 -1.488
N -3.5325 -2.4466 4.9370 0.437 -0.360 -1.405
N -3.9340 -2.8546 3.7690 0.625 0.637 0.309
C -2.9567 -3.3041 2.8989 -0.209 -0.153 1.460
C -3.3615 -3.6554 1.5770 -1.445 -0.320 1.448
C -2.4381 -3.7093 0.5852 0.008 -0.333 -2.191
C -1.0894 -3.2345 0.7887 -0.057 0.459 -1.875
O -0.3579 -2.8930 -0.1963 -0.825 -0.418 1.295
C -0.6132 -3.0989 2.1728 -1.957 -0.594 0.875
N 0.6632 -3.0067 2.3724 2.619 -0.045 0.241
C 1.2211 -2.9255 3.5874 -1.856 0.647 -0.125
C 0.3481 -2.8689 4.6858 0.927 -0.570 1.694
C -1.0193 -3.1478 4.5490 1.480 0.355 -0.182
C -1.5363 -3.1934 3.2520 -1.088 -0.339 -1.210
H -5.3344 3.9265 5.3721 0.090 0.214 -0.095
H -3.9594 3.0207 6.0675 -0.337 0.183 0.121
H -5.0670 3.9773 7.1260 0.074 -0.102 0.037
H -6.9620 0.6126 4.8985 0.343 -0.275 0.230
H -5.8593 -1.4765 4.0573 -0.238 -0.376 -0.406
H -2.8674 -1.0978 7.0729 -0.293 -0.163 -0.245
H -3.7680 1.0047 7.7873 0.394 0.737 0.698
H -4.4875 -3.9094 1.4448 2.143 0.652 0.043
H -2.7458 -3.9940 -0.4794 0.624 0.560 1.637
H 2.3040 -2.8542 3.6419 -0.158 0.070 -0.036
H 0.7911 -2.7106 5.7346 -0.723 -0.450 -1.692
H -1.6192 -3.3646 5.4107 -0.032 0.288 -0.036
Cl 3.0377 -5.7333 -0.5917 0.253 -1.565 0.351
C 2.6441 -4.1192 -0.9984 0.083 3.609 0.101
H 1.8552 -4.0148 -1.7360 0.176 -0.517 -0.421
H 3.5646 -3.5465 -1.2930 -0.709 -0.846 -0.140
```
Forces are in eV/Å.

Properties
Multiplicity ... 1
Highest occupied orbital energy ... -3.49 eV
LUMO level ... 1.924 eV
Electronic energy ... -4085.3243 hartree
Frontier orbital gap ... 5.4 eV
Net charge ... -1
Relative energy (zero: lowest compared OMol25 entry of this formula, charge and spin) ... 4.4 kcal per mole



What is the electronic energy in the first record?
-4806.7114 hartree